{
  "formula": "C41H40BaN8O9S2",
  "method": "ωB97M-V/def2-TZVPD",
  "e_lumo_ev": 3.55,
  "multiplicity": 1,
  "total_charge": -2,
  "homo_ev": -3.455,
  "mol_weight_g_mol": 990.3,
  "de_lowest_kj_mol": 0.0,
  "gap_ha": 0.2573,
  "symbols": ["Ba", "C", "C", "C", "C", "C", "C", "C", "C", "N", "C", "O", "C", "C", "C", "C", "C", "N", "C", "O", "N", "C", "C", "C", "C", "C", "C", "C", "C", "H", "H", "H", "H", "H", "H", "H", "H", "H", "H", "H", "H", "H", "H", "H", "H", "H", "H", "H", "H", "H", "C", "C", "N", "C", "C", "N", "C", "O", "O", "C", "O", "O", "H", "H", "H", "H", "H", "C", "C", "C", "C", "N", "C", "S", "N", "C", "H", "H", "H", "H", "H", "H", "H", "H", "N", "C", "C", "C", "C", "C", "C", "S", "O", "O", "O", "H", "H", "H", "H", "H", "H"],
  "coordinates": [[0.217, -0.223, 0.762], [4.648, 0.503, 4.065], [4.955, -0.168, 2.764], [6.143, -0.849, 2.716], [6.496, -1.544, 1.590], [5.578, -1.602, 0.561], [4.342, -0.994, 0.639], [3.348, -1.205, -0.475], [4.036, -0.124, 1.698], [2.865, 0.617, 1.810], [2.929, 1.905, 2.180], [3.876, 2.709, 2.059], [1.690, 2.486, 2.876], [1.737, 3.740, 3.454], [0.548, 4.191, 4.024], [-0.602, 3.418, 4.051], [-0.526, 2.126, 3.510], [0.593, 1.759, 2.955], [-1.647, 1.107, 3.717], [-2.336, 1.349, 4.688], [-1.555, 0.052, 2.936], [-2.291, -1.121, 3.205], [-3.702, -1.196, 3.200], [-4.560, 0.028, 2.969], [-4.342, -2.381, 3.549], [-3.651, -3.536, 3.936], [-2.273, -3.476, 3.816], [-1.580, -2.347, 3.420], [-0.111, -2.323, 3.344], [4.985, 1.541, 4.075], [5.197, -0.039, 4.837], [3.581, 0.547, 4.283], [6.793, -0.759, 3.553], [7.424, -2.074, 1.489], [5.853, -2.213, -0.292], [3.831, -1.684, -1.338], [2.901, -0.254, -0.781], [2.522, -1.919, -0.206], [2.632, 4.287, 3.396], [0.507, 5.208, 4.425], [-1.530, 3.830, 4.466], [-4.617, 0.411, 1.925], [-4.275, 0.827, 3.686], [-5.622, -0.187, 3.218], [-5.432, -2.322, 3.617], [-4.220, -4.427, 4.201], [-1.666, -4.364, 3.988], [0.342, -3.072, 4.003], [0.321, -1.383, 3.615], [0.328, -2.693, 2.377], [4.379, 1.889, -1.201], [3.083, 2.575, -1.337], [1.919, 2.086, -0.972], [0.975, 3.062, -1.276], [1.595, 4.132, -1.844], [2.929, 3.782, -1.872], [1.227, 5.437, -2.434], [-0.064, 5.674, -2.608], [2.112, 6.183, -2.743], [-0.513, 2.877, -1.206], [-1.307, 3.782, -1.599], [-0.936, 1.783, -0.722], [5.076, 2.569, -1.697], [4.380, 0.946, -1.671], [4.648, 1.738, -0.165], [3.670, 4.384, -2.203], [-0.610, 4.899, -2.199], [-1.864, -3.949, -4.833], [-1.299, -2.906, -3.904], [-0.921, -1.639, -4.270], [-0.282, -0.849, -3.325], [-0.076, -1.270, -2.075], [-0.454, -2.496, -1.728], [-0.263, -3.207, -0.227], [-1.027, -3.306, -2.663], [0.290, 0.493, -3.788], [-2.526, -3.471, -5.551], [-2.337, -4.788, -4.273], [-1.061, -4.431, -5.362], [-1.115, -1.318, -5.286], [-1.320, -4.187, -2.291], [1.299, 0.280, -4.239], [0.464, 1.136, -2.923], [-0.310, 1.029, -4.552], [-2.796, -0.121, -0.060], [-3.292, -0.461, -1.384], [-3.779, -1.740, -1.647], [-4.233, -2.065, -2.920], [-4.215, -1.145, -3.944], [-3.706, 0.112, -3.700], [-3.233, 0.447, -2.434], [-4.566, -1.657, -5.604], [-5.602, -0.808, -6.138], [-3.267, -1.469, -6.239], [-4.990, -3.077, -5.438], [-3.225, -0.673, 0.687], [-2.752, 0.895, 0.048], [-3.749, -2.514, -0.885], [-4.567, -3.068, -3.103], [-3.717, 0.853, -4.502], [-2.752, 1.409, -2.252]],
  "atomic_forces_ev_per_a": [[0.057, 1.169, 0.001], [0.166, 0.377, 0.199], [-0.707, 0.807, 0.740], [0.081, 0.009, -0.520], [0.085, -0.171, -0.398], [0.314, -0.702, -0.014], [-0.801, 0.378, -0.876], [-0.482, -0.551, -0.065], [0.491, -0.034, 0.430], [-0.390, -0.225, -0.006], [0.210, 0.236, 0.090], [-0.024, -0.599, -0.031], [0.307, 0.069, -0.183], [-1.238, -0.771, -0.068], [0.010, 0.760, 0.075], [-0.228, 0.172, 0.066], [-0.440, 1.303, 0.505], [0.379, -2.058, -1.364], [1.673, 0.317, -0.522], [-1.655, 0.002, 1.360], [-0.232, -1.152, -0.715], [-0.126, -0.409, -0.046], [-0.011, 0.472, 0.150], [-0.917, 0.507, 0.284], [-0.205, -0.236, 0.551], [-0.555, 0.919, -0.852], [0.493, -0.931, -0.108], [-1.258, 1.515, 0.043], [1.629, -1.727, -0.435], [0.045, 0.080, -0.075], [-0.262, 0.128, 0.252], [-0.013, -0.252, 0.045], [0.526, -0.160, 0.625], [0.372, -0.075, 0.095], [-0.309, 0.056, -0.192], [-0.087, 0.261, 0.108], [-0.095, -0.205, -0.043], [0.587, 0.575, 0.009], [0.880, 0.756, 0.034], [0.024, -0.290, -0.027], [0.420, -0.447, -0.112], [0.516, -0.153, 0.674], [0.119, -0.269, -0.711], [0.544, -0.180, -0.117], [0.261, -0.289, -0.087], [0.420, 0.123, 0.064], [-0.141, -0.014, 0.165], [-0.213, 0.085, 0.328], [0.188, 0.697, 0.028], [-0.602, 0.636, 0.372], [0.338, 1.544, -0.028], [-0.949, -0.926, 0.629], [-1.251, -0.021, 0.179], [-0.107, -0.277, -0.485], [0.797, -0.010, -0.132], [0.331, 1.111, -0.317], [-1.600, -0.832, 0.286], [1.062, 0.370, -0.001], [0.900, 1.180, -0.582], [-1.330, -1.024, 1.110], [1.051, -0.227, -0.077], [0.922, 0.668, -0.178], [0.521, -0.390, 0.172], [0.012, -1.009, -0.725], [0.057, 0.205, 0.365], [-0.277, 0.064, 0.040], [-0.330, -0.216, 0.094], [-0.318, -0.134, 0.778], [-0.088, -0.744, -0.962], [-0.179, -0.488, -0.478], [0.161, 0.721, -0.557], [0.410, 0.614, 0.125], [-0.053, -0.199, -0.344], [0.203, -0.213, 0.894], [0.082, 0.665, 0.218], [0.586, -0.372, 0.229], [-0.226, -0.193, 0.063], [-0.089, 0.858, -0.316], [0.634, 0.009, -0.388], [-0.082, 0.111, 0.196], [-0.198, -0.520, -0.149], [-0.848, 0.155, 0.350], [-0.069, -0.099, -0.149], [0.122, -0.617, 0.533], [-0.403, -0.521, -1.668], [0.458, -0.236, 1.486], [0.065, 0.035, -0.048], [0.166, -0.152, 0.627], [-0.045, -0.174, -0.090], [-0.054, 0.713, 0.276], [0.187, 0.594, -0.255], [-0.917, -1.606, 0.683], [-0.311, 0.424, -0.174], [0.399, -0.300, -0.558], [0.742, 1.320, -0.507], [0.101, 0.615, -0.330], [-0.002, -0.595, 0.375], [-0.101, 0.136, 0.134], [-0.202, -0.256, -0.232], [0.226, -0.205, 0.206], [-0.309, -0.064, -0.045]],
  "mulliken_charge": [0.35, -1.77, 1.39, -0.64, -0.86, -0.83, 0.98, -0.41, -0.83, 0.89, -0.52, -0.82, 0.34, -0.92, -0.45, -0.65, 0.37, 0.36, -0.61, -0.80, 0.72, -0.34, 1.37, -1.28, -0.77, -0.95, -0.77, 1.38, -1.70, 0.25, 0.54, 0.18, 0.45, 0.37, 0.36, 0.41, -0.09, 0.14, 0.65, 0.34, 0.45, 0.20, 0.26, 0.39, 0.29, 0.36, 0.37, 0.50, 0.40, 0.13, -1.05, 0.25, 0.95, 0.13, -0.16, -0.04, 0.58, -0.61, -0.66, -0.51, -0.89, 0.06, 0.46, 0.19, 0.07, 0.28, 0.42, -1.30, 0.50, -1.14, 0.87, 0.71, -0.60, -0.47, 0.22, -1.16, 0.27, 0.33, 0.42, 0.50, 0.35, 0.35, 0.04, 0.40, 0.24, 0.19, -0.19, -0.57, -0.15, -1.15, -0.16, 1.23, -0.74, -0.67, -0.73, -0.24, 0.19, 0.44, 0.51, 0.38, 0.47]
}


{
  "formula": "C4H7NO3",
  "method": "ωB97M-V/def2-TZVPD",
  "e_lumo_ev": 0.69,
  "multiplicity": 1,
  "smiles": "C[C@@H](O)C1=NOCO1",
  "total_charge": 0,
  "homo_ev": -10.048,
  "mol_weight_g_mol": 117.1,
  "de_lowest_kj_mol": 718.7,
  "gap_ha": 0.3947,
  "symbols": ["C", "C", "O", "C", "N", "O", "C", "O", "H", "H", "H", "H", "H", "H", "H"],
  "coordinates": [[-1.580, 0.908, -0.478], [-1.201, -0.143, 0.497], [-1.759, -1.371, 0.190], [0.169, -0.218, 0.236], [0.664, -1.307, -0.379], [2.051, -1.116, 0.037], [2.274, 0.225, -0.134], [1.113, 0.763, 0.741], [-0.881, 1.943, -0.711], [-2.572, 1.263, -0.052], [-1.505, 0.098, -1.355], [-1.487, -0.122, 1.715], [-0.935, -2.056, 0.359], [2.305, 0.856, -1.148], [3.345, 0.275, 0.482]],
  "atomic_forces_ev_per_a": [[-1.162, 1.932, -1.636], [-1.117, 0.019, 4.807], [1.677, -3.217, -0.283], [5.642, -1.419, 0.888], [-0.024, 3.320, 2.731], [0.432, -0.254, -3.002], [2.816, 1.257, 3.271], [-0.974, -2.898, -3.181], [-1.713, -3.435, 1.087], [0.664, -0.231, -1.853], [-1.147, 2.715, 0.751], [1.223, 1.358, -2.941], [-3.028, 2.066, -0.822], [-0.476, -2.036, 1.852], [-2.814, 0.823, -1.670]],
  "nbo_charge": [-0.66, -0.02, -0.72, 0.52, -0.26, -0.39, 0.18, -0.51, 0.25, 0.24, 0.26, 0.21, 0.50, 0.19, 0.21]
}


{
  "formula": "C20H30CaO16",
  "method": "ωB97M-V/def2-TZVPD",
  "e_lumo_ev": -1.76,
  "multiplicity": 1,
  "total_charge": 0,
  "homo_ev": -6.771,
  "mol_weight_g_mol": 566.5,
  "de_lowest_kj_mol": 1095.6,
  "gap_ha": 0.1840,
  "symbols": ["Ca", "C", "C", "O", "O", "H", "H", "H", "C", "C", "O", "O", "H", "H", "H", "C", "C", "C", "O", "C", "O", "O", "H", "H", "H", "H", "H", "H", "C", "C", "C", "O", "C", "O", "O", "H", "H", "H", "H", "H", "H", "C", "C", "C", "O", "C", "O", "O", "H", "H", "H", "H", "H", "H", "C", "C", "C", "O", "C", "O", "O", "H", "H", "H", "H", "H", "H"],
  "coordinates": [[0.479, 0.092, 1.856], [3.682, -3.908, 4.073], [2.956, -2.683, 3.464], [2.353, -1.865, 4.248], [2.952, -2.587, 2.202], [4.464, -3.703, 4.804], [4.305, -4.473, 3.380], [2.990, -4.592, 4.564], [-3.922, 4.045, 2.240], [-2.829, 2.957, 2.223], [-2.115, 2.800, 1.172], [-2.620, 2.036, 3.037], [-4.143, 4.570, 1.310], [-3.548, 4.858, 2.862], [-4.868, 3.609, 2.562], [6.439, -0.616, -3.666], [5.605, 0.441, -4.143], [4.267, 0.082, -4.725], [3.283, 0.499, -3.884], [3.848, 0.972, -2.790], [3.273, 1.324, -1.808], [5.135, 1.123, -3.025], [7.410, -0.284, -3.297], [6.465, -1.362, -4.461], [5.997, -1.135, -2.816], [6.165, 1.226, -4.652], [4.137, -0.999, -4.768], [4.100, 0.244, -5.790], [-4.007, -8.187, 2.162], [-2.870, -7.409, 2.872], [-1.440, -7.491, 2.204], [-1.118, -6.085, 1.845], [-1.998, -5.294, 2.383], [-1.861, -4.091, 2.448], [-3.089, -6.009, 2.748], [-5.040, -7.993, 2.451], [-3.749, -9.203, 2.461], [-3.844, -8.225, 1.085], [-2.701, -7.764, 3.889], [-1.372, -8.179, 1.361], [-0.812, -7.994, 2.940], [-0.089, 8.242, 1.090], [1.425, 7.640, 1.184], [2.174, 7.814, 2.480], [2.373, 6.493, 2.965], [1.818, 5.603, 2.100], [1.990, 4.462, 2.315], [1.277, 6.194, 1.100], [-0.832, 7.494, 1.368], [-0.349, 8.533, 0.073], [-0.375, 9.055, 1.757], [2.008, 7.563, 0.266], [1.443, 8.331, 3.101], [3.127, 8.330, 2.365], [-4.976, 0.626, -3.753], [-4.180, -0.620, -3.533], [-3.222, -0.806, -4.541], [-2.121, -1.204, -3.900], [-2.181, -0.964, -2.601], [-1.276, -1.157, -1.792], [-3.325, -0.344, -2.459], [-4.425, 1.566, -3.779], [-5.681, 0.756, -2.932], [-5.602, 0.513, -4.637], [-4.660, -1.411, -2.958], [-3.112, 0.129, -5.091], [-3.586, -1.586, -5.210]],
  "atomic_forces_ev_per_a": [[-0.167, -0.170, 0.608], [0.725, -0.119, 0.130], [-0.803, 0.955, -0.057], [0.471, -0.810, -1.021], [-0.276, 0.249, 0.482], [-0.437, 0.825, 0.477], [-0.672, 0.034, -0.721], [-0.183, 0.143, -0.113], [0.467, -0.085, 0.365], [2.077, -2.981, -3.039], [-0.052, 2.158, -1.330], [-1.545, 0.498, 3.171], [0.536, -0.656, -0.461], [-0.401, -0.158, 0.645], [0.177, 0.188, 0.557], [1.251, -2.713, 0.386], [-1.029, 2.660, -0.259], [0.493, -3.545, -3.178], [-2.059, 0.553, 0.174], [-0.362, 1.320, 0.613], [-0.119, -0.253, 0.274], [0.807, 1.700, 2.926], [0.092, -0.044, -0.498], [0.833, -0.190, -0.016], [-0.363, 0.055, 0.005], [-0.015, -0.357, -0.757], [0.517, -0.565, 0.328], [-0.129, 1.335, 0.117], [1.792, -0.789, 0.469], [0.537, 0.442, -2.060], [-0.922, -0.326, -0.029], [1.687, -3.455, 0.052], [-0.902, 1.977, 0.272], [-0.681, -1.635, 0.033], [-0.850, 1.054, 1.355], [0.324, 0.367, 0.049], [-0.486, -0.427, 0.067], [-0.326, 0.585, -0.059], [-0.683, 0.585, 0.287], [-0.237, 0.670, -0.549], [0.785, 1.066, 0.083], [1.161, -0.451, -0.205], [-2.196, -1.164, -1.744], [-0.667, 0.359, 0.210], [0.045, 1.078, 0.108], [1.817, 0.330, 1.981], [-0.527, -2.414, -0.329], [-1.893, -0.485, -0.718], [0.455, -0.584, -0.060], [0.270, 0.041, 0.015], [0.862, 0.344, 0.031], [0.140, 2.470, -0.180], [0.670, 0.228, 0.661], [-0.153, 0.047, 0.222], [-2.124, 0.036, 0.486], [-2.338, 1.977, 3.523], [-1.106, -1.103, -4.421], [4.563, -2.566, -0.464], [2.240, 0.820, 1.260], [-2.242, 0.281, -1.554], [0.978, 1.763, 4.421], [0.498, -0.415, -0.272], [-0.073, -0.030, 0.081], [0.112, 0.148, -0.230], [-1.303, -0.849, -1.907], [0.520, -0.017, -0.163], [0.417, 0.014, -0.531]],
  "nbo_charge": [1.87, -0.73, 0.76, -0.81, -0.79, 0.22, 0.21, 0.22, -0.72, 0.74, -0.84, -0.79, 0.22, 0.22, 0.22, -0.63, 0.05, -0.11, -0.47, 0.97, -0.60, -0.48, 0.23, 0.22, 0.23, 0.20, 0.18, 0.20, -0.63, 0.08, -0.10, -0.47, 0.98, -0.59, -0.50, 0.24, 0.21, 0.22, 0.18, 0.20, 0.19, -0.65, 0.06, -0.11, -0.49, 0.97, -0.60, -0.47, 0.24, 0.23, 0.22, 0.22, 0.19, 0.20, -0.63, 0.04, -0.10, -0.48, 0.99, -0.62, -0.48, 0.24, 0.23, 0.22, 0.22, 0.19, 0.20]
}


{
  "formula": "C5H6S2",
  "method": "ωB97M-V/def2-TZVPD",
  "e_lumo_ev": 0.81,
  "multiplicity": 1,
  "smiles": "C1=CS[C@@H]2C[C@@H]2S1",
  "total_charge": 0,
  "homo_ev": -7.992,
  "mol_weight_g_mol": 130.2,
  "de_lowest_kj_mol": 316.7,
  "gap_ha": 0.3235,
  "symbols": ["C", "C", "S", "C", "C", "C", "S", "H", "H", "H", "H", "H", "H"],
  "coordinates": [[-0.876, 1.273, 0.886], [0.322, 1.682, 0.528], [1.297, 1.095, -0.587], [0.793, -0.558, -0.198], [0.212, -1.150, -1.301], [-0.623, -1.138, -0.083], [-1.898, -0.003, 0.390], [-1.049, 1.875, 1.862], [0.623, 2.523, 1.046], [1.490, -1.093, 0.704], [-0.260, -0.403, -2.005], [0.615, -2.133, -1.866], [-0.644, -1.970, 0.624]],
  "atomic_forces_ev_per_a": [[-0.829, 2.074, 3.505], [-2.343, 2.036, 1.798], [2.621, -1.875, -2.348], [3.827, -0.816, 4.427], [-1.770, -4.512, -5.660], [0.661, 0.137, 1.286], [-0.439, 0.096, -0.538], [-1.154, -1.351, -1.637], [0.888, 1.681, 0.982], [-1.577, 1.311, -3.209], [1.108, -0.959, 0.444], [-1.232, 2.170, 1.507], [0.238, 0.007, -0.556]],
  "nbo_charge": [-0.42, -0.48, 0.38, -0.39, -0.44, -0.39, 0.32, 0.23, 0.22, 0.25, 0.24, 0.22, 0.24]
}